1.
This record from the OMol25 dataset describes C29H26CoN3O8 as an isolated structure at a distorted geometry. The level of theory is ωB97M-V with the def2-TZVPD basis set.

Lowest unoccupied orbital energy (spin up / spin down) ... 1.523 / 1.522 eV
Spin multiplicity ... 2
Net charge ... -1

XYZ file:
```
67
Properties=species:S:1:pos:R:3:forces:R:3:lowdin_spin:R:1
Co -1.280 0.178 0.372 0.22 0.31 -0.44 0.9567
O 3.184 1.457 -2.777 0.05 -0.16 0.12 0.0000
C 2.247 2.404 -2.634 -0.10 0.08 0.01 0.0000
C 2.223 3.447 -3.564 0.01 -0.06 0.04 0.0000
C 1.286 4.456 -3.461 0.00 0.04 -0.06 0.0001
C 0.353 4.456 -2.430 -0.03 0.01 0.02 0.0000
C 0.369 3.423 -1.511 0.00 0.03 0.00 0.0001
C 1.295 2.386 -1.598 0.04 -0.02 0.00 0.0000
C 1.235 1.312 -0.559 -0.19 0.03 0.07 -0.0002
O 0.305 1.375 0.308 -0.07 -0.14 0.05 -0.0054
N 2.212 0.436 -0.606 0.19 -0.09 -0.31 -0.0006
N 2.315 -0.483 0.447 -0.31 0.03 0.15 0.0004
C 1.596 -1.704 0.425 -0.53 -0.01 0.10 0.0022
C -0.266 -1.867 1.718 -3.32 0.71 -1.31 0.0060
C -0.962 -3.058 2.005 0.73 -0.14 0.22 -0.0009
C -1.692 -3.123 3.164 0.04 -0.03 0.07 0.0023
C -1.814 -1.982 3.959 -0.06 -0.06 -0.06 -0.0017
C -1.333 -0.797 3.446 0.18 0.14 0.04 0.0034
N -0.639 -0.724 2.308 0.35 -0.28 0.56 0.0123
H 3.067 0.840 -1.991 -0.02 0.04 -0.02 0.0000
H 2.959 3.439 -4.357 0.02 0.00 -0.03 0.0000
H 1.284 5.255 -4.192 0.00 0.02 -0.02 0.0000
H -0.378 5.248 -2.347 -0.02 0.03 0.00 0.0000
H -0.346 3.382 -0.699 -0.02 -0.01 0.03 0.0000
H 1.894 -2.334 -0.414 -0.20 0.06 -0.04 0.0003
H -0.905 -3.881 1.309 0.02 -0.06 -0.01 0.0001
H -2.230 -4.027 3.415 0.01 -0.02 0.02 0.0002
H -2.395 -1.988 4.870 -0.03 0.01 -0.01 -0.0001
H -1.579 0.150 3.910 0.00 0.04 0.00 0.0001
O -4.545 -2.109 -0.121 -0.12 -0.08 0.02 -0.0010
C -3.648 -1.293 -0.285 0.04 0.10 -0.09 -0.0007
O -2.755 -1.016 0.599 0.27 0.13 -0.06 -0.0140
C -3.505 -0.622 -1.659 -0.02 -0.16 0.11 0.0002
C -2.150 -1.009 -2.283 0.00 -0.13 -0.03 0.0007
C -2.173 -0.792 -3.797 -0.04 -0.06 0.01 0.0010
C -2.115 0.751 -3.881 -0.03 0.04 0.01 0.0007
C -2.066 1.134 -2.401 0.02 0.23 0.00 0.0003
O -1.285 0.055 -1.838 0.02 -0.03 0.00 0.0303
C -3.431 0.934 -1.726 -0.03 0.13 -0.03 0.0006
C -3.500 1.750 -0.414 0.02 -0.02 -0.15 0.0018
O -4.475 2.470 -0.241 -0.09 0.01 0.03 -0.0001
O -2.470 1.706 0.351 0.13 -0.15 0.21 -0.0050
H -4.334 -0.996 -2.258 0.04 0.02 0.00 0.0000
H -1.750 -1.965 -1.950 0.02 0.04 0.03 -0.0001
H -3.068 -1.217 -4.250 0.00 -0.01 0.00 0.0003
H -1.300 -1.247 -4.264 0.01 -0.01 0.00 0.0000
H -2.981 1.189 -4.378 0.00 0.01 -0.01 0.0002
H -1.214 1.089 -4.392 0.01 0.02 0.01 0.0000
H -1.584 2.084 -2.182 -0.04 -0.14 -0.01 0.0000
H -4.237 1.312 -2.354 0.02 0.00 0.03 0.0001
C 2.078 -3.729 2.035 -0.63 -0.13 0.05 -0.0001
C 1.770 -2.271 1.825 3.20 -0.18 -0.26 -0.0002
O 0.074 -1.625 0.357 0.98 -0.19 0.84 0.0078
C 2.421 -1.316 2.553 -0.43 -0.04 -0.04 0.0010
C 2.325 -0.017 1.837 -0.25 0.05 0.15 0.0002
C 3.287 1.036 2.247 0.17 -0.20 -0.07 0.0004
C 3.997 0.885 3.372 -0.12 -0.06 -0.10 0.0000
C 3.926 -0.346 4.148 -0.07 -0.26 -0.05 0.0007
C 3.185 -1.413 3.763 -0.02 0.36 0.06 -0.0002
H 1.567 -4.349 1.299 -0.01 -0.03 0.00 0.0000
H 1.746 -4.066 3.019 0.03 -0.02 0.03 0.0000
H 3.150 -3.910 1.946 0.02 0.00 -0.01 0.0000
H 1.316 0.384 2.074 -0.06 0.23 0.10 0.0000
H 3.334 1.941 1.657 0.00 0.02 -0.03 0.0000
H 4.653 1.674 3.716 -0.01 0.02 0.04 0.0000
H 4.530 -0.420 5.044 0.03 0.00 0.00 0.0000
H 3.220 -2.343 4.316 -0.04 0.00 0.04 0.0000
```
Positions in Å, forces in eV/Å.


2.
This record from the OMol25 dataset describes C29H26F5N2OPPdSe as an isolated structure at a distorted geometry. The level of theory is ωB97M-V with the def2-TZVPD basis set.

Lowest unoccupied orbital energy (spin up / spin down) ... -5.945 / -8.924 eV
Spin multiplicity ... 5
Net charge ... +2

XYZ file:
```
66
Properties=species:S:1:pos:R:3:forces:R:3:lowdin_spin:R:1
Pd -0.171 -0.118 -0.512 0.30 0.10 0.25 0.8874
O -2.866 -0.811 -0.585 -0.85 0.41 0.06 0.2156
C -2.417 0.299 -0.696 1.51 -1.23 0.18 0.3630
C -2.882 1.621 -0.435 -1.21 1.22 -0.24 0.0850
C -4.261 1.891 -0.553 0.42 -0.33 0.13 0.0257
C -4.723 3.183 -0.436 -0.12 0.29 0.07 0.0156
C -3.838 4.226 -0.177 -0.14 -0.19 -0.04 0.0086
C -2.477 3.981 -0.082 0.13 -0.02 0.12 0.0139
C -1.980 2.691 -0.238 -0.14 -0.39 0.03 0.0258
P -0.216 2.321 -0.268 0.24 -0.04 0.03 0.2131
C 0.648 3.904 -0.309 -0.04 -0.12 -0.06 0.0454
C 0.421 4.747 -1.401 0.04 -0.12 0.03 0.0168
C 0.937 6.031 -1.397 0.03 -0.01 -0.09 -0.0014
C 1.704 6.467 -0.323 -0.04 -0.06 0.02 0.0179
C 1.954 5.617 0.745 0.12 0.04 0.08 0.0009
C 1.439 4.331 0.758 -0.14 0.06 -0.12 0.0193
C 0.268 1.518 1.298 -0.12 -0.06 -0.37 0.0256
C 1.563 0.965 1.349 -0.07 0.14 0.03 0.0475
C 1.977 0.266 2.474 0.01 -0.06 0.10 -0.0039
C 1.113 0.127 3.554 0.11 -0.04 -0.06 0.0455
C -0.155 0.703 3.522 -0.20 -0.02 0.00 -0.0005
C -0.591 1.383 2.397 0.03 -0.06 0.12 0.0412
H -4.941 1.072 -0.749 -0.01 0.00 0.01 0.0014
H -5.780 3.390 -0.537 0.00 -0.02 0.00 0.0014
H -4.216 5.232 -0.056 0.03 0.02 -0.02 0.0003
H -1.800 4.801 0.114 0.03 0.01 -0.03 0.0002
H -0.163 4.397 -2.244 -0.04 0.06 0.00 0.0013
H 0.741 6.686 -2.235 0.04 0.01 0.01 -0.0003
H 2.108 7.470 -0.319 -0.01 0.01 0.00 0.0009
H 2.546 5.959 1.583 0.03 0.01 -0.03 0.0001
H 1.634 3.683 1.602 -0.03 0.02 0.05 0.0014
H 2.256 1.149 0.537 0.01 -0.11 -0.06 0.0028
H 2.977 -0.146 2.510 -0.01 -0.01 0.03 -0.0012
H 1.431 -0.412 4.438 0.04 0.04 0.00 0.0023
H -0.801 0.624 4.388 0.00 0.02 -0.01 -0.0010
H -1.575 1.837 2.377 -0.01 -0.02 -0.02 0.0014
C -1.048 -5.059 -0.333 -0.02 0.15 -0.06 0.0048
C -0.754 -4.169 0.870 0.50 -0.59 -0.02 0.0466
C -1.728 -4.460 2.023 -0.08 0.20 -0.07 0.0389
C 0.695 -4.324 1.326 -0.02 0.22 -0.08 0.0025
N -1.004 -2.778 0.422 -0.66 0.34 0.47 0.4760
N -0.639 -1.713 1.174 0.19 -0.69 0.21 0.2803
H -0.974 -6.106 -0.048 0.01 0.01 0.04 -0.0004
H -0.335 -4.867 -1.135 -0.02 -0.03 -0.02 0.0035
H -2.059 -4.888 -0.709 0.01 -0.02 -0.02 0.0000
H -1.588 -5.489 2.352 0.03 -0.01 -0.04 0.0066
H -2.766 -4.346 1.703 0.00 -0.03 0.01 0.0002
H -1.545 -3.806 2.877 0.01 -0.01 0.00 0.0019
H 0.906 -5.380 1.478 -0.01 -0.01 0.02 -0.0003
H 0.894 -3.824 2.277 0.00 -0.02 0.01 0.0000
H 1.386 -3.944 0.570 0.01 -0.05 -0.01 0.0002
H -1.920 -2.625 0.002 0.01 0.14 -0.16 0.0073
H 0.178 -1.940 1.735 0.12 0.14 0.05 0.0040
H -1.385 -1.329 1.754 -0.10 0.36 -0.23 0.0199
F 5.403 -3.053 -3.946 0.10 -0.07 -0.03 0.0231
C 4.170 -2.798 -3.591 -0.15 0.01 0.04 0.0624
C 3.121 -3.059 -4.465 -0.05 0.02 -0.01 -0.0075
F 3.367 -3.584 -5.647 0.02 -0.01 -0.09 -0.0067
C 1.827 -2.759 -4.084 -0.15 0.08 0.13 0.0540
F 0.830 -2.990 -4.921 0.06 -0.07 -0.17 0.0173
C 1.535 -2.186 -2.839 -0.05 -0.08 0.11 0.0765
Se -0.253 -1.727 -2.450 0.53 0.29 -0.38 0.7174
C 2.614 -1.987 -1.971 -0.12 -0.01 -0.02 0.0414
F 2.397 -1.537 -0.727 -0.08 0.16 0.15 0.0189
C 3.910 -2.279 -2.325 -0.01 0.02 0.01 -0.0029
F 4.900 -2.082 -1.468 -0.01 0.00 -0.03 -0.0050
```
Positions in Å, forces in eV/Å.


3.
This record from the OMol25 dataset describes C29H26GeMoN3S5 as an isolated structure. The level of theory is ωB97M-V with the def2-TZVPD basis set.

Lowest unoccupied orbital energy (spin up / spin down) ... -8.007 / -7.720 eV
Spin multiplicity ... 2
Net charge ... +2

XYZ file:
```
65
Properties=species:S:1:pos:R:3:forces:R:3:lowdin_spin:R:1
Mo -1.313 0.337 0.665 0.28 -0.42 0.18 1.0657
N -4.693 -5.940 -1.594 0.03 0.06 0.02 0.0013
C -4.174 -4.974 -1.253 -0.01 -0.03 -0.01 0.0002
C -3.513 -3.771 -0.827 0.00 -0.01 0.00 0.0030
C -3.377 -3.492 0.530 -0.01 -0.04 -0.04 -0.0004
C -2.721 -2.345 0.930 0.03 0.11 0.05 0.0027
C -2.186 -1.415 0.009 -0.49 -0.27 -0.03 -0.0178
C -2.359 -1.733 -1.361 0.14 0.04 0.05 0.0027
C -2.997 -2.886 -1.770 -0.01 -0.03 0.02 -0.0010
H -3.782 -4.175 1.264 0.00 0.00 0.00 -0.0002
H -2.663 -2.182 1.994 -0.02 0.04 0.02 0.0009
H -1.951 -1.095 -2.128 0.00 0.04 -0.02 -0.0006
H -3.097 -3.106 -2.825 0.00 0.01 0.00 -0.0003
C 3.416 -2.289 3.529 -0.01 0.01 -0.01 -0.0028
C 2.933 -1.006 3.760 0.00 -0.03 -0.02 0.0003
C 2.323 -0.305 2.728 0.10 0.01 0.00 -0.0020
C 2.172 -0.871 1.453 0.01 -0.01 -0.02 -0.0034
C 2.678 -2.156 1.238 -0.09 -0.04 0.06 -0.0026
C 3.298 -2.856 2.268 -0.02 0.01 0.01 0.0004
Ge 1.384 0.097 -0.047 -0.22 0.36 0.04 -0.0319
C 1.297 -0.937 -1.674 0.03 0.01 0.03 -0.0080
C 0.838 -2.258 -1.672 0.00 0.04 0.01 -0.0026
C 0.873 -3.012 -2.832 0.02 0.03 -0.08 0.0002
C 1.360 -2.451 -4.010 -0.01 0.02 0.06 -0.0039
C 1.815 -1.140 -4.023 -0.03 -0.06 0.01 0.0001
C 1.786 -0.383 -2.859 0.00 0.01 -0.01 -0.0040
C 2.038 1.918 -0.188 0.05 -0.03 -0.02 -0.0068
C 1.616 2.771 -1.215 -0.04 0.02 0.03 -0.0032
C 2.156 4.040 -1.349 0.05 0.03 0.05 0.0000
C 3.127 4.482 -0.456 -0.03 -0.07 0.01 -0.0032
C 3.562 3.645 0.562 -0.02 0.05 -0.06 0.0001
C 3.024 2.371 0.693 0.02 -0.03 0.00 -0.0033
H 3.902 -2.836 4.326 -0.01 0.01 -0.01 -0.0001
H 3.058 -0.545 4.731 0.00 0.00 -0.01 0.0001
H 2.043 0.729 2.906 0.06 0.04 -0.02 0.0001
H 2.604 -2.617 0.261 0.02 0.02 0.00 -0.0001
H 3.694 -3.845 2.079 0.00 0.01 0.01 0.0001
H 0.444 -2.705 -0.766 0.00 0.00 0.00 0.0000
H 0.526 -4.037 -2.823 0.00 0.01 0.00 0.0001
H 1.389 -3.041 -4.917 0.00 0.01 0.01 -0.0002
H 2.204 -0.707 -4.935 -0.01 -0.01 0.00 0.0000
H 2.166 0.631 -2.880 0.01 -0.01 0.01 -0.0001
H 0.867 2.451 -1.928 0.06 -0.01 0.00 -0.0006
H 1.831 4.680 -2.159 0.01 0.00 0.01 0.0001
H 3.553 5.471 -0.565 0.00 -0.01 0.00 -0.0002
H 4.334 3.974 1.245 -0.01 0.00 -0.01 0.0000
H 3.418 1.723 1.465 -0.01 -0.01 -0.01 -0.0001
C -1.340 3.607 1.405 -0.05 0.05 0.05 -0.0017
S -2.615 2.300 1.337 -0.19 0.21 0.06 -0.0019
C -3.467 2.703 -0.135 0.14 -0.07 -0.12 -0.0059
C -2.968 2.250 -1.301 -0.01 0.01 0.14 0.0239
S -1.469 1.329 -1.377 0.19 -0.03 -0.20 -0.0319
S -3.799 2.729 -2.736 -0.03 0.04 0.00 0.0042
C -5.029 3.722 -1.933 0.09 -0.08 0.06 0.0007
S -6.173 4.515 -2.719 -0.08 0.06 -0.07 0.0017
S -4.870 3.724 -0.172 0.00 -0.02 -0.02 -0.0087
H -0.815 3.531 2.357 -0.02 -0.02 -0.01 0.0000
H -1.872 4.555 1.368 0.01 0.00 0.00 -0.0005
H -0.649 3.509 0.569 -0.02 0.00 -0.01 -0.0001
N -0.680 0.631 2.779 -0.02 0.04 -0.15 0.0158
N -0.792 -0.779 2.583 0.08 0.12 -0.15 0.0151
H 0.221 0.905 3.165 0.09 -0.06 -0.06 0.0028
H -1.427 0.966 3.383 0.02 -0.04 0.10 0.0031
H -1.316 -1.244 3.319 -0.07 0.01 0.01 0.0031
H 0.155 -1.167 2.527 0.01 -0.09 0.04 0.0017
```
Positions in Å, forces in eV/Å.


4.
This record from the OMol25 dataset describes C29H26GeO2ReS5Sb as an isolated structure at a distorted geometry. The level of theory is ωB97M-V with the def2-TZVPD basis set.

Lowest unoccupied orbital energy (spin up / spin down) ... -8.594 / -8.676 eV
Net charge ... +2

XYZ file:
```
65
Properties=species:S:1:pos:R:3:forces:R:3:mulliken_charge:R:1
Re -0.293 0.819 -0.088 0.02 1.42 -0.77 0.6117
S 1.927 -3.958 -1.561 0.44 0.33 -0.09 -0.1590
Sb 3.359 -2.531 -0.219 -0.72 -1.07 -0.35 0.4688
S 1.768 -0.544 -0.318 0.40 -0.22 -0.05 0.0659
S 0.370 -0.890 1.179 -0.47 0.33 0.22 -0.1653
S 1.654 -4.068 0.512 0.46 0.38 0.25 -0.0371
C 2.144 -0.498 -6.289 0.06 0.17 -0.14 -1.5366
C 1.862 0.386 -5.111 -0.04 -0.06 0.11 0.3602
C 0.567 0.798 -4.828 -0.01 -0.07 0.10 -0.6986
C 0.274 1.615 -3.740 0.31 0.06 -0.05 1.0028
C -1.159 2.035 -3.523 0.11 -0.07 0.05 -1.6106
C 1.346 2.042 -2.947 -0.34 0.47 0.41 1.0851
C 2.670 1.645 -3.196 -0.15 0.06 -0.11 0.9032
C 3.805 2.122 -2.332 -0.01 0.09 -0.06 -1.5829
C 2.900 0.821 -4.285 -0.03 -0.11 0.04 -0.9892
C 1.122 3.012 -1.788 1.58 -0.34 -2.43 -0.3206
O 1.534 4.120 -1.722 -0.61 -0.28 0.69 -0.4511
O 0.482 2.339 -0.799 -1.37 -0.63 1.72 -0.3805
H 1.281 -1.109 -6.547 0.01 -0.03 0.00 0.3607
H 3.003 -1.142 -6.108 -0.02 -0.04 0.00 0.3942
H 2.382 0.118 -7.161 -0.01 -0.05 -0.01 0.3234
H -0.245 0.490 -5.479 0.01 -0.03 -0.01 0.6064
H -1.571 2.422 -4.454 -0.04 0.01 0.03 0.4895
H -1.268 2.813 -2.769 -0.01 0.06 0.03 0.3513
H -1.766 1.170 -3.236 -0.04 0.05 0.03 0.0558
H 3.616 1.934 -1.272 0.04 0.03 0.00 0.3230
H 3.939 3.198 -2.450 0.05 0.00 0.05 0.3809
H 4.737 1.633 -2.611 -0.01 -0.02 0.01 0.4012
H 3.917 0.521 -4.512 0.00 -0.02 0.02 0.4505
S -3.361 2.340 0.419 0.58 -0.25 -0.25 -0.0932
C -2.054 1.590 0.205 -0.40 0.03 0.52 0.8860
C -5.315 -0.061 3.617 -0.02 -0.05 -0.08 -0.5869
C -3.954 0.174 3.759 0.10 0.08 0.12 -0.6552
C -3.069 -0.244 2.779 -0.05 -0.12 -0.07 0.3682
C -3.549 -0.936 1.669 0.61 -0.11 -0.36 0.5070
C -4.911 -1.195 1.535 0.03 -0.03 -0.12 -0.1062
C -5.794 -0.734 2.501 -0.05 0.00 0.06 -0.8029
Ge -2.369 -1.724 0.321 -0.35 -0.68 -0.17 -1.4337
C -2.672 -1.369 -1.580 0.12 -0.06 0.75 1.2373
C -1.800 -1.851 -2.556 0.13 -0.05 0.02 0.0682
C -2.122 -1.704 -3.896 0.00 -0.01 -0.06 -0.8461
C -3.313 -1.088 -4.262 -0.01 -0.02 0.03 -0.6168
C -4.174 -0.593 -3.290 -0.04 0.02 0.00 -0.8130
C -3.852 -0.720 -1.949 0.02 0.06 0.03 -0.6713
C -1.744 -3.515 0.774 -0.18 0.68 -0.18 0.9812
C -1.419 -3.822 2.096 -0.08 0.03 0.03 -0.2756
C -1.077 -5.121 2.435 0.00 0.02 0.05 -0.6584
C -1.074 -6.114 1.462 -0.02 0.01 -0.01 -0.5703
C -1.412 -5.812 0.150 0.00 -0.08 -0.03 -0.6534
C -1.744 -4.510 -0.201 0.03 0.07 -0.05 -0.4133
H -6.006 0.269 4.381 0.02 0.03 0.00 0.4315
H -3.580 0.678 4.641 -0.02 0.04 -0.03 0.4408
H -2.011 -0.023 2.871 -0.01 0.00 0.12 0.2792
H -5.289 -1.763 0.691 -0.05 0.04 0.00 0.5134
H -6.855 -0.912 2.389 0.01 -0.04 0.01 0.4453
H -0.876 -2.349 -2.276 0.00 -0.01 -0.01 0.3275
H -1.454 -2.088 -4.656 0.01 0.01 0.01 0.4921
H -3.578 -1.002 -5.307 0.02 0.02 0.00 0.4559
H -5.103 -0.118 -3.577 0.01 0.01 -0.02 0.4675
H -4.519 -0.328 -1.190 -0.04 -0.02 -0.04 0.4692
H -1.453 -3.056 2.863 0.00 -0.03 0.02 0.3711
H -0.830 -5.364 3.460 -0.01 -0.01 0.00 0.4410
H -0.825 -7.131 1.733 0.01 0.00 -0.01 0.4312
H -1.436 -6.592 -0.599 0.02 0.00 0.00 0.4392
H -2.023 -4.279 -1.222 0.02 -0.05 0.00 0.4403
```
Positions in Å, forces in eV/Å.


DFT total energy
In order: -3269.704858 -4674.726622 -5420.350573 -5656.915488
Unit: Ha
ΔE to the lowest compared entry with this formula, charge and spin
In order: 49.9 11.3 0.0 29.6
Unit: kcal/mol